# 1
# C36H72BrF2NO8P

A cluster of 8 separate species, C36H72BrF2NO8P in total at a distorted geometry (ωB97M-V/def2-TZVPD, OMol25).

Each line ends with the Mulliken charge.
Positions of all 121 atoms, in Å:
O  -0.9776  1.0582  1.2798  -0.487
P  -0.1808  2.5754  0.9352  0.610
Br  2.0317  2.2140  1.3477  -0.189
C  -0.4755  2.9902  -0.9455  1.274
C  -0.1740  4.5907  -1.0974  -0.418
C  1.1163  4.9830  -2.0257  -0.692
C  2.5270  4.9684  -1.1419  0.071
F  2.3481  5.4321  0.2607  -0.298
C  0.5258  1.9985  -1.7788  -0.678
C  -0.0123  1.7617  -3.3447  -0.546
C  -1.2389  2.7761  -3.7644  -0.645
N  -2.3910  2.8076  -2.7850  0.612
F  -3.0676  3.9699  -2.9581  -0.151
C  -2.0167  2.5557  -1.3417  -1.455
H  -0.8478  0.8139  2.2431  0.321
H  -1.1294  5.0617  -1.6364  0.255
H  -0.1683  5.0526  -0.0154  0.375
H  0.9675  6.1267  -2.3342  0.384
H  1.2085  4.3935  -3.0332  0.222
H  3.3310  5.6134  -1.7425  0.309
H  2.9966  3.8756  -1.0819  -0.162
H  0.4232  0.9225  -1.2711  0.448
H  1.6631  2.2670  -1.7214  -0.337
H  -0.4681  0.6604  -3.4125  0.316
H  0.8749  1.7772  -4.1282  0.332
H  -0.7416  3.8536  -3.8950  0.231
H  -1.6111  2.4875  -4.8586  0.437
H  -3.0607  2.0280  -3.0586  0.488
H  -2.1658  1.4087  -1.0460  0.332
H  -2.7713  3.1654  -0.6473  -0.120
C  -4.3729  5.5399  1.8129  -0.480
C  -3.5914  6.1588  2.9429  -0.613
C  -2.1625  5.9561  2.4880  0.270
O  -2.1745  5.9823  1.0541  -0.303
C  -3.5360  5.9113  0.6084  -0.125
H  -5.4031  5.8983  1.7430  0.411
H  -4.3957  4.4500  1.9306  0.153
H  -3.8152  7.2303  3.0053  0.292
H  -3.7966  5.7092  3.9177  0.356
H  -1.7805  4.9787  2.8012  -0.389
H  -1.4887  6.7311  2.8647  0.325
H  -3.8128  6.8984  0.2223  0.316
H  -3.6210  5.1829  -0.2027  -0.098
C  -0.2294  4.6134  5.8615  -0.540
C  1.1163  4.7326  5.1938  -0.362
C  1.5764  3.2918  5.1491  -0.304
O  0.3975  2.4814  5.0454  -0.440
C  -0.7471  3.3075  5.2997  -0.032
H  -0.8951  5.4570  5.6622  0.294
H  -0.0989  4.5278  6.9469  0.306
H  0.9917  5.1168  4.1745  0.105
H  1.8136  5.3869  5.7231  0.378
H  2.0946  3.0111  6.0721  0.323
H  2.2381  3.0891  4.3020  0.074
H  -1.2648  3.4633  4.3469  -0.118
H  -1.4266  2.7950  5.9862  0.322
C  5.0902  -0.4878  -2.6876  -0.443
C  4.2632  -0.7135  -1.4482  -0.460
C  4.2254  0.6699  -0.8364  0.346
O  4.2966  1.6065  -1.9203  -0.333
C  4.6495  0.8951  -3.1148  -0.356
H  4.9356  -1.2428  -3.4626  0.215
H  6.1550  -0.4768  -2.4263  0.218
H  3.2505  -1.0252  -1.7299  0.121
H  4.6779  -1.4671  -0.7739  0.277
H  5.0916  0.8419  -0.1887  0.334
H  3.3152  0.8469  -0.2561  -0.390
H  3.7591  0.8486  -3.7511  0.152
H  5.4329  1.4388  -3.6500  0.289
C  -6.6708  1.1860  -1.6614  -0.672
C  -6.5651  -0.2728  -1.2990  -0.552
C  -5.1098  -0.3965  -0.9038  -0.145
O  -4.7160  0.8723  -0.3633  -0.369
C  -5.7429  1.8303  -0.6548  -0.085
H  -7.6898  1.5781  -1.6137  0.385
H  -6.2888  1.3448  -2.6769  0.219
H  -7.2062  -0.4878  -0.4359  0.274
H  -6.8459  -0.9491  -2.1104  0.370
H  -4.4773  -0.5996  -1.7745  0.247
H  -4.9425  -1.1813  -0.1604  0.014
H  -6.2667  2.0535  0.2811  0.257
H  -5.2911  2.7525  -1.0303  0.100
C  6.1009  -5.7964  -3.0221  -0.715
C  5.2740  -6.0220  -1.7828  -0.121
C  5.2362  -4.6386  -1.1709  -0.543
O  5.3074  -3.7021  -2.2549  -0.247
C  5.6603  -4.4134  -3.4493  -0.499
H  5.9464  -6.5513  -3.7971  0.326
H  7.1658  -5.7853  -2.7608  0.308
H  4.2613  -6.3337  -2.0644  0.012
H  5.6887  -6.7756  -1.1084  0.295
H  6.1024  -4.4666  -0.5232  0.290
H  4.3260  -4.4616  -0.5906  0.259
H  4.7698  -4.4599  -4.0857  0.297
H  6.4437  -3.8697  -3.9845  0.325
C  -2.6867  -3.5514  1.4033  -0.188
C  -4.0124  -4.2258  1.6451  -0.545
C  -3.9879  -5.3463  0.6285  -0.440
O  -2.6139  -5.7179  0.4518  -0.383
C  -1.7892  -4.7250  1.0774  -0.488
H  -2.3300  -2.9654  2.2542  0.357
H  -2.7617  -2.8858  0.5352  0.062
H  -4.0372  -4.6418  2.6592  0.305
H  -4.8720  -3.5612  1.5269  0.301
H  -4.3709  -5.0116  -0.3413  0.243
H  -4.5663  -6.2171  0.9504  0.278
H  -1.3673  -5.1662  1.9870  0.234
H  -0.9682  -4.4527  0.4084  0.277
C  1.2094  -8.4938  0.6527  -0.488
C  1.9910  -7.8749  1.7826  -0.476
C  3.4199  -8.0776  1.3278  -0.418
O  3.4078  -8.0514  -0.1062  -0.321
C  2.0464  -8.1224  -0.5519  -0.434
H  0.1793  -8.1355  0.5828  0.282
H  1.1867  -9.5837  0.7704  0.268
H  1.7672  -6.8034  1.8450  0.188
H  1.7857  -8.3245  2.7575  0.352
H  3.8019  -9.0550  1.6410  0.257
H  4.0937  -7.3026  1.7045  0.271
H  1.7695  -7.1354  -0.9380  0.230
H  1.9614  -8.8508  -1.3630  0.309

total charge	+1
HOMO level	-0.3961	Eh
max |F|	0.081	Eh/bohr



# 2
# C36H72F3N2O8

A cluster of 8 separate species, C36H72F3N2O8 in total at a distorted geometry (ωB97M-V/def2-TZVPD, OMol25).

Each line ends with the Mulliken charge.
Positions of all 121 atoms, in Å:
C  -9.6353  0.1519  3.8379  -0.929
C  -8.0685  0.1169  3.2574  0.486
C  -6.8697  -0.7891  3.9786  -0.623
C  -5.3200  -0.7255  3.3591  -0.240
C  -5.0031  0.2157  2.0525  0.654
C  -3.5223  0.4061  1.3563  -0.577
C  -2.4658  -0.8133  1.6481  0.470
C  -2.7270  -2.3739  1.1037  -0.274
N  -1.8143  -3.5264  1.3336  -0.668
N  -0.6539  -3.2898  2.0064  0.247
C  -0.1056  -2.0274  2.6291  -0.280
C  -1.0385  -0.6444  2.5051  0.096
C  -0.6031  0.8037  3.1723  0.369
C  -0.4838  0.6712  4.8123  -0.085
O  -1.0467  -0.5824  5.3487  -0.519
C  -1.1636  1.9094  5.6444  0.718
F  -1.1485  3.2177  4.9506  -0.193
F  -0.3684  2.0496  6.9182  -0.266
F  -2.5699  1.6249  6.0867  -0.271
C  -6.2442  1.0975  1.3631  -0.754
C  -7.7828  1.0688  1.9376  -0.346
H  -9.6063  -0.2101  4.9519  0.301
H  -10.0544  1.2479  3.6987  0.281
H  -10.2327  -0.6206  3.1928  0.273
H  -7.0991  -1.4511  4.9442  0.254
H  -4.4641  -1.3425  3.8950  0.157
H  -3.7154  0.4033  0.1790  0.410
H  -3.1340  1.4775  1.6232  0.205
H  -3.7550  -2.5125  0.5128  0.415
H  -0.0184  -4.1384  2.1301  0.314
H  0.9238  -1.9542  3.1900  0.399
H  0.3870  1.1943  2.6571  -0.162
H  -1.4218  1.6263  2.9644  -0.119
H  0.6781  0.6594  5.0673  0.336
H  -2.0224  -0.6842  5.1248  0.333
H  -5.9914  1.7992  0.4327  0.264
H  -8.5783  1.7496  1.4064  0.287
C  2.3793  -3.8491  -1.5337  -0.929
C  1.4051  -3.0662  -2.3994  0.384
C  1.3397  -1.6066  -1.9790  -1.143
O  0.1076  -3.6466  -2.2936  -0.420
H  2.0693  -3.8341  -0.4827  0.173
H  2.4068  -4.9005  -1.8397  0.276
H  3.3906  -3.4369  -1.6056  0.257
H  1.7095  -3.1336  -3.4495  0.290
H  0.9928  -1.5119  -0.9439  0.126
H  0.6256  -1.0581  -2.6026  0.346
H  2.3198  -1.1270  -2.0643  0.389
H  -0.1709  -3.5913  -1.3643  0.188
C  5.6238  -6.0874  -1.5862  -1.341
C  5.9581  -4.8303  -2.3732  0.656
C  7.2243  -5.0112  -3.1950  -1.386
O  6.1324  -3.7407  -1.4710  -0.575
H  6.4271  -6.3348  -0.8830  0.356
H  4.7172  -5.9384  -0.9899  0.300
H  5.4681  -6.9410  -2.2532  0.372
H  5.1227  -4.5773  -3.0350  0.206
H  8.0844  -5.2205  -2.5490  0.422
H  7.4595  -4.0945  -3.7466  0.340
H  7.1166  -5.8325  -3.9104  0.289
H  6.8723  -3.9565  -0.8793  0.358
C  1.7052  3.8597  2.4917  -1.009
C  0.7310  4.6426  1.6260  0.367
C  0.6656  6.1023  2.0464  -1.000
O  -0.5665  4.0622  1.7318  -0.480
H  1.3952  3.8747  3.5426  0.215
H  1.7327  2.8084  2.1857  0.175
H  2.7165  4.2720  2.4198  0.375
H  1.0354  4.5752  0.5759  0.262
H  0.3187  6.1969  3.0815  0.286
H  -0.0485  6.6507  1.4228  0.342
H  1.6457  6.5819  1.9611  0.188
H  -0.8450  4.1176  2.6611  0.311
C  -6.3409  4.5558  2.3217  -0.871
C  -7.3151  5.3387  1.4560  0.348
C  -7.3805  6.7984  1.8764  -1.326
O  -8.6126  4.7583  1.5618  -0.538
H  -6.6509  4.5709  3.3727  0.326
H  -6.3134  3.5045  2.0157  0.019
H  -5.3296  4.9681  2.2498  0.369
H  -7.0107  5.2713  0.4059  0.290
H  -7.7274  6.8930  2.9116  0.341
H  -8.0947  7.3469  1.2528  0.333
H  -6.4004  7.2780  1.7911  0.361
H  -8.8911  4.8137  2.4911  0.361
C  8.1961  -4.2311  -8.0945  -1.411
C  7.4063  -4.4841  -6.8202  0.521
C  5.9191  -4.6165  -7.1071  -1.148
O  7.6178  -3.4064  -5.9117  -0.516
H  7.8797  -3.2973  -8.5729  0.354
H  9.2632  -4.1256  -7.8712  0.354
H  8.0669  -5.0506  -8.8083  0.364
H  7.7707  -5.3968  -6.3364  0.257
H  5.5220  -3.6964  -7.5505  0.336
H  5.3619  -4.7860  -6.1794  0.214
H  5.7216  -5.4477  -7.7912  0.371
H  7.2973  -2.5916  -6.3330  0.326
C  -2.5913  -5.9650  -5.1610  -1.206
C  -2.0988  -6.7095  -3.9303  0.402
C  -3.0097  -6.4708  -2.7367  -1.166
O  -0.7794  -6.2745  -3.6118  -0.479
H  -2.6079  -4.8835  -4.9844  0.290
H  -1.9193  -6.1361  -6.0088  0.308
H  -3.5985  -6.2886  -5.4414  0.374
H  -2.0472  -7.7824  -4.1453  0.314
H  -3.0412  -5.4074  -2.4741  0.233
H  -2.6363  -7.0028  -1.8551  0.301
H  -4.0295  -6.8097  -2.9444  0.391
H  -0.8155  -5.3228  -3.4195  0.296
C  5.9228  9.6200  1.3697  -1.268
C  4.6759  8.9207  1.8869  0.339
C  4.8672  7.4134  1.9395  -1.007
O  3.5749  9.2274  1.0352  -0.551
H  6.1614  9.2936  0.3511  0.329
H  5.7663  10.7031  1.3256  0.320
H  6.7849  9.4165  2.0126  0.358
H  4.4313  9.2959  2.8866  0.286
H  5.0683  7.0086  0.9411  0.325
H  3.9576  6.9223  2.3018  0.095
H  5.6975  7.1437  2.5996  0.398
H  3.7832  8.8980  0.1452  0.356

total charge	+1
HOMO level	-0.3978	Eh
max |F|	0.106	Eh/bohr